C2H8NO4 | ωB97M-V/def2-TZVPD

Energy above the lowest of the compared OMol25 structures with the same formula, charge and spin, kcal per mole: 35.8
Total charge: +1
2S+1: 3

Atoms and positions in Å:
C1 -0.8964 1.9227 -0.7125
C2 0.9964 -0.6304 0.3489
N1 -1.9031 2.5131 -0.1053
O1 1.9617 -1.2718 0.5201
O2 1.0721 0.8752 0.2529
O3 0.8791 -3.4467 0.2492
O4 -0.2329 -0.9362 0.2631
H1 0.0849 2.3695 -0.8175
H2 -0.9007 1.1183 -1.3236
H3 -1.8155 3.4243 0.2982
H4 0.6200 -4.1529 -0.2679
H5 -2.8209 2.0404 -0.0790
H6 1.7107 -3.0858 0.1009
H7 1.8046 1.1596 0.8024
H8 -0.5600 -1.8995 0.4701

Löwdin atomic charge list, values in e, 8 entries: -0.0396, -0.5446, 0.2528, 0.2160, 0.0802, 0.0238, 0.1647, 0.0883